This record from the OMol25 dataset describes a cluster of 2 separate species, C5H16N2O in total at a distorted geometry. The level of theory is ωB97M-V/def2-TZVPD.

Each line ends with the natural charge from an NBO analysis.
Positions of all 24 atoms, in Å:
C: -0.111 1.030 -1.677  -0.620
C: 1.035 0.186 -1.180  -0.229
C: 1.176 -1.101 -1.975  -0.635
C: 0.882 -0.062 0.368  -0.035
N: 0.761 1.281 0.993  -0.892
C: -0.389 -0.940 0.638  -0.253
N: -1.017 -1.091 1.954  -0.857
H: -0.541 1.717 -0.971  0.232
H: 0.071 1.519 -2.646  0.217
H: -1.028 0.386 -1.893  0.189
H: 1.998 0.744 -1.164  0.218
H: 2.025 -1.723 -1.674  0.212
H: 0.269 -1.710 -2.259  0.213
H: 1.540 -0.705 -2.947  0.213
H: 1.774 -0.511 0.780  0.185
H: 1.400 1.392 1.761  0.365
H: -0.178 1.591 1.178  0.400
H: -1.169 -0.512 -0.062  0.184
H: -0.148 -1.893 0.163  0.184
H: -1.520 -1.973 2.017  0.379
H: -0.346 -1.068 2.713  0.373
O: -1.934 1.452 2.059  -1.002
H: -1.668 0.495 1.930  0.492
H: -2.882 1.496 1.894  0.467

Output
SMILES string ... CC(C)[C@@H](N)CN.O
HOMO-LUMO gap ... 9.4 eV
2S+1 ... 1